# 1
# C3H10N4

A gas-phase ion, C3H10N4 (charge +2) in a non-equilibrium geometry (the ωB97M-V functional and the def2-TZVPD basis, the OMol25 dataset).

Its charge is +2. For the LUMO energy (spin up / spin down), the calculation gives -10.55 / -10.52 eV. Its HOMO-LUMO gap (spin up / spin down) is 8.311 / 8.524 eV.

```
17
Properties=species:S:1:pos:R:3:nbo_charge:R:1
C -0.92 -0.49 -0.78 0.422
C -1.64 0.02 0.33 -0.256
C 1.17 -0.91 0.69 -0.077
N 0.27 -1.06 -0.62 -0.547
N 1.54 0.49 0.67 -0.221
N -1.26 -0.05 -1.99 -0.677
N 0.85 1.41 1.37 -0.394
H -2.38 0.84 0.02 0.248
H -1.92 -0.58 1.21 0.249
H 0.54 -1.09 1.62 0.263
H 2.08 -1.57 0.46 0.309
H 0.61 -1.51 -1.47 0.444
H 2.21 0.86 -0.07 0.459
H -2.24 0.25 -2.25 0.463
H -0.60 -0.03 -2.69 0.421
H 1.26 2.39 1.33 0.470
H 0.42 1.03 2.17 0.425
```

---

# 2
# C54H69AsBMgN7P2S4

A molecular structure, C54H69AsBMgN7P2S4 in a non-equilibrium geometry (the ωB97M-V functional and the def2-TZVPD basis, the OMol25 dataset).

Its charge is +2. For the LUMO energy, the calculation gives -5.06 eV. Its HOMO-LUMO gap is 7.471 eV.

```
139
Properties=species:S:1:pos:R:3:lowdin_charge:R:1
Mg 0.00 0.09 -0.34 0.014
C 4.55 0.32 -2.67 -0.045
C 4.42 -0.22 -1.28 -0.242
C 5.30 -1.15 -0.82 0.081
C 5.15 -1.68 0.49 -0.195
N 4.21 -1.25 1.26 0.187
N 3.35 -0.30 0.84 0.054
B 2.59 0.22 2.06 -0.670
N 2.15 -0.83 3.06 0.053
N 3.09 -1.23 3.94 0.185
C 2.80 -2.11 4.84 -0.196
C 1.49 -2.67 4.91 0.078
C 0.53 -2.29 4.04 -0.235
C -0.85 -2.86 4.09 -0.058
C 0.88 -1.32 3.04 -0.550
S -0.33 -0.78 1.99 0.714
C 3.84 -2.57 5.84 -0.538
C 3.34 -2.24 7.25 -0.028
C 4.02 -4.09 5.69 -0.023
C 5.19 -1.89 5.62 -0.041
N 1.88 1.54 2.08 0.116
N 3.11 1.55 2.61 0.242
C 3.76 2.62 2.97 -0.103
C 2.99 3.81 2.92 0.100
C 1.72 3.84 2.43 -0.201
C 0.92 5.10 2.37 -0.049
C 1.11 2.63 1.89 -0.676
S -0.35 2.59 1.11 0.749
C 5.24 2.51 3.29 -0.517
C 5.81 3.83 3.78 -0.042
C 5.45 1.41 4.33 -0.032
C 5.93 2.13 1.96 -0.009
C 3.37 0.21 -0.41 -0.644
S 2.22 1.36 -0.91 0.697
C 6.12 -2.69 1.09 -0.533
C 6.96 -3.39 0.03 -0.047
C 7.03 -1.90 2.05 -0.026
C 5.31 -3.73 1.89 -0.038
H 5.59 0.53 -2.91 0.099
H 3.96 1.23 -2.79 0.042
H 4.19 -0.42 -3.39 0.076
H 6.11 -1.49 -1.45 0.130
H 1.27 -3.40 5.68 0.128
H -0.90 -3.64 4.84 0.091
H -1.14 -3.26 3.12 0.071
H -1.58 -2.08 4.34 0.092
H 2.42 -2.77 7.50 0.082
H 3.17 -1.17 7.37 0.095
H 4.09 -2.55 7.98 0.097
H 3.12 -4.64 5.93 0.084
H 4.81 -4.43 6.37 0.097
H 4.32 -4.35 4.67 0.076
H 5.12 -0.81 5.78 0.067
H 5.56 -2.07 4.61 0.060
H 5.91 -2.29 6.33 0.099
H 3.44 4.73 3.29 0.128
H 1.47 5.95 2.74 0.093
H 0.00 4.98 2.94 0.099
H 0.61 5.28 1.34 0.085
H 5.31 4.17 4.69 0.097
H 5.74 4.61 3.02 0.095
H 6.87 3.69 4.01 0.098
H 5.03 1.71 5.29 0.101
H 6.52 1.23 4.47 0.104
H 4.98 0.47 4.03 0.044
H 5.62 2.81 1.16 0.100
H 5.69 1.11 1.66 0.067
H 7.01 2.21 2.08 0.100
H 7.66 -2.71 -0.45 0.087
H 6.33 -3.86 -0.73 0.093
H 7.55 -4.18 0.50 0.096
H 7.59 -1.13 1.51 0.092
H 7.75 -2.58 2.51 0.099
H 6.44 -1.42 2.83 0.057
H 4.68 -4.32 1.23 0.095
H 4.68 -3.22 2.61 0.049
H 5.99 -4.40 2.42 0.096
N -2.64 -0.51 -2.27 -0.377
P -3.01 -1.54 -0.87 1.019
C -4.84 -1.64 -1.04 -0.398
C -5.58 -1.81 0.13 -0.101
C -6.97 -1.91 0.07 -0.063
C -7.62 -1.84 -1.15 -0.062
C -6.88 -1.67 -2.32 -0.061
C -5.50 -1.57 -2.26 -0.116
C -2.65 -3.28 -1.34 -0.373
C -1.78 -3.94 -0.47 -0.145
C -1.59 -5.31 -0.53 -0.075
C -2.29 -6.05 -1.47 -0.070
C -3.17 -5.42 -2.34 -0.070
C -3.35 -4.05 -2.27 -0.095
P -1.81 0.93 -1.84 0.887
C -1.55 1.80 -3.41 -0.378
C -0.55 2.78 -3.42 -0.122
C -0.38 3.59 -4.53 -0.059
C -1.17 3.40 -5.65 -0.057
C -2.13 2.39 -5.67 -0.059
C -2.33 1.60 -4.55 -0.077
C -2.97 2.06 -0.97 -0.358
C -2.67 3.42 -0.93 -0.147
C -3.40 4.29 -0.13 -0.074
C -4.45 3.81 0.64 -0.060
C -4.77 2.46 0.60 -0.057
C -4.03 1.59 -0.20 -0.085
H -3.48 -0.28 -2.79 0.015
H -5.07 -1.86 1.08 0.108
H -7.54 -2.04 0.98 0.112
H -8.69 -1.91 -1.20 0.113
H -7.39 -1.62 -3.27 0.113
H -4.96 -1.46 -3.19 0.096
H -1.25 -3.36 0.28 0.053
H -0.92 -5.80 0.16 0.108
H -2.18 -7.13 -1.51 0.111
H -3.72 -5.99 -3.07 0.112
H -4.06 -3.58 -2.94 0.097
H 0.08 2.90 -2.55 0.086
H 0.37 4.37 -4.52 0.114
H -1.04 4.04 -6.52 0.114
H -2.73 2.23 -6.55 0.114
H -3.09 0.83 -4.57 0.099
H -1.86 3.82 -1.53 0.090
H -3.15 5.34 -0.11 0.113
H -5.00 4.48 1.28 0.113
H -5.59 2.08 1.19 0.113
H -4.31 0.55 -0.20 0.045
C -0.33 -3.31 -3.96 -0.227
As 1.16 -2.28 -3.30 0.746
C 1.12 -0.61 -4.29 -0.215
C 2.73 -3.25 -3.88 -0.238
S 1.26 -2.07 -1.21 0.213
H -0.16 -3.52 -5.02 0.053
H -1.24 -2.73 -3.84 0.022
H -0.40 -4.23 -3.40 0.040
H 1.36 -0.82 -5.33 0.052
H 1.83 0.10 -3.88 0.015
H 0.11 -0.19 -4.23 0.018
H 2.76 -3.29 -4.97 0.048
H 2.67 -4.26 -3.48 0.046
H 3.63 -2.78 -3.50 0.020
```

---

# 3
# C4H6N5S

A gas-phase ion, C4H6N5S (charge +1) in a non-equilibrium geometry (the ωB97M-V functional and the def2-TZVPD basis, the OMol25 dataset).

Its charge is +1. For the LUMO energy, the calculation gives -6.32 eV. Its HOMO-LUMO gap is 6.413 eV.

```
16
Properties=species:S:1:pos:R:3:nbo_charge:R:1
C 1.37 1.95 -1.04 0.452
C 2.82 0.22 -2.11 0.248
C -0.12 0.36 -0.17 0.209
C -1.47 -0.97 1.26 0.545
N 2.06 1.03 -1.64 -0.473
N 0.34 1.63 -0.24 -0.569
N -2.26 -0.97 2.27 -0.627
N -0.86 0.25 0.89 -0.555
N -1.33 -2.06 0.41 -0.852
S 3.83 -0.77 -2.73 0.376
H 1.53 2.93 -1.51 0.254
H -0.09 2.26 0.45 0.417
H -2.62 -1.90 2.30 0.353
H -0.87 1.00 1.57 0.395
H -1.23 -2.97 0.83 0.411
H -1.09 -2.00 -0.55 0.414
```

---

# 4
# C26H26BF33N3O7S

5 unconnected molecules or ions with the total composition C26H26BF33N3O7S in a non-equilibrium geometry (the ωB97M-V functional and the def2-TZVPD basis, the OMol25 dataset).

Its charge is +1. For the LUMO energy, the calculation gives -6.33 eV. Its HOMO-LUMO gap is 6.610 eV.

```
97
Properties=species:S:1:pos:R:3:lowdin_charge:R:1
C -0.07 0.00 -3.24 -0.099
N 0.52 1.03 -4.15 -0.092
C 1.27 1.97 -3.20 -0.066
B -0.51 1.83 -4.86 -0.453
O -0.44 2.22 -6.25 0.139
N -1.76 2.35 -4.09 0.002
C -2.90 1.49 -4.19 0.119
C -4.19 1.93 -3.40 -0.117
S -5.74 0.92 -3.37 0.816
O -6.10 0.38 -4.72 -0.274
O -5.45 -0.26 -2.46 -0.292
F -6.97 1.77 -2.62 -0.178
C -4.09 3.29 -2.61 0.112
C -2.68 3.99 -2.71 0.038
N -1.59 3.50 -3.46 0.149
H -0.65 -0.78 -3.86 0.108
H -0.85 0.46 -2.52 0.097
H 0.72 -0.50 -2.56 0.098
H 0.53 2.18 -2.33 0.092
H 2.17 1.45 -2.75 0.105
H 1.50 2.97 -3.69 0.114
H -0.78 1.51 -6.84 0.128
H -2.87 0.52 -4.79 0.175
H -4.96 3.71 -2.00 0.134
H -2.59 4.96 -2.11 0.149
C -0.19 -2.60 2.05 -0.037
C 0.54 -2.34 3.39 -0.433
C 0.73 -0.88 3.77 -0.296
F 1.48 -0.20 2.88 0.089
F 1.38 -0.78 4.96 0.089
F 1.73 -3.00 3.38 0.135
F -0.20 -2.93 4.37 0.108
O 0.63 -2.88 0.91 0.041
C 1.14 -1.78 0.19 -0.497
C 2.67 -1.71 0.21 -0.264
F 3.14 -1.60 1.47 0.106
F 3.11 -0.62 -0.47 0.078
F 0.55 -0.65 0.62 0.131
F 0.72 -1.95 -1.09 0.114
H -0.76 -3.52 2.20 0.153
H -0.94 -1.84 1.83 0.144
H -0.23 -0.36 3.87 0.175
H 3.11 -2.60 -0.24 0.181
C -5.31 -2.26 -6.74 -0.056
C -6.66 -2.99 -6.96 -0.432
C -7.00 -4.08 -5.94 -0.299
F -6.10 -5.09 -5.95 0.094
F -8.20 -4.64 -6.24 0.101
F -6.70 -3.47 -8.22 0.136
F -7.64 -2.04 -6.89 0.105
O -4.20 -2.70 -7.54 0.029
C -3.46 -3.80 -7.05 -0.504
C -3.52 -5.02 -7.98 -0.277
F -4.79 -5.45 -8.15 0.103
F -2.82 -6.05 -7.47 0.103
F -3.84 -4.08 -5.79 0.135
F -2.18 -3.37 -6.96 0.131
H -5.47 -1.23 -7.07 0.140
H -5.05 -2.17 -5.68 0.130
H -7.05 -3.67 -4.93 0.174
H -3.12 -4.77 -8.97 0.178
C 5.99 1.75 1.35 -0.043
C 4.76 2.59 0.97 -0.432
C 4.45 2.70 -0.52 -0.302
F 5.44 3.30 -1.21 0.098
F 3.34 3.47 -0.72 0.078
F 4.87 3.82 1.54 0.134
F 3.68 2.01 1.57 0.097
O 7.21 2.46 1.62 0.037
C 8.02 2.79 0.51 -0.503
C 8.17 4.30 0.32 -0.275
F 6.98 4.90 0.12 0.093
F 8.93 4.58 -0.76 0.101
F 7.57 2.16 -0.59 0.134
F 9.23 2.25 0.77 0.149
H 5.75 1.27 2.30 0.151
H 6.15 0.91 0.66 0.144
H 4.26 1.72 -0.96 0.154
H 8.63 4.76 1.20 0.178
C 0.09 -0.63 8.40 -0.048
C -0.28 0.85 8.19 -0.432
C 0.88 1.84 8.17 -0.300
F 1.55 1.86 9.34 0.097
F 0.42 3.10 7.97 0.091
F -1.22 1.20 9.10 0.131
F -0.91 0.93 6.97 0.090
O -0.05 -1.15 9.73 0.035
C 1.03 -0.95 10.62 -0.504
C 0.65 -0.08 11.82 -0.276
F 0.23 1.14 11.44 0.095
F 1.72 0.11 12.63 0.101
F 2.10 -0.48 9.94 0.137
F 1.38 -2.19 11.05 0.146
H -0.62 -1.21 7.81 0.147
H 1.07 -0.88 7.97 0.140
H 1.59 1.61 7.37 0.172
H -0.15 -0.55 12.40 0.177
```

---

# 5
# C19H19N2O2

A gas-phase ion, C19H19N2O2 (charge +1) in a non-equilibrium geometry (the ωB97M-V functional and the def2-TZVPD basis, the OMol25 dataset).

Its charge is +1. For the LUMO energy, the calculation gives -3.38 eV. Its HOMO-LUMO gap is 7.610 eV.

```
42
Properties=species:S:1:pos:R:3:nbo_charge:R:1
N -0.49 -1.94 -1.24 -0.504
O 3.48 1.20 0.51 -0.462
O 0.95 1.71 1.75 -0.538
C 0.14 -2.85 -1.96 0.085
C 4.37 2.22 3.82 -0.192
C 3.22 2.72 4.42 -0.216
C 4.47 1.60 2.57 -0.244
C 2.01 2.53 3.70 -0.220
C -4.01 -0.77 -1.08 -0.171
C -0.40 -3.52 -3.11 -0.245
C -4.62 -1.45 -2.15 -0.191
C 3.35 1.50 1.83 0.235
C 2.12 1.98 2.41 0.193
C -2.69 -0.95 -0.77 -0.054
C -1.77 -3.43 -3.41 -0.103
C -3.87 -2.38 -2.88 -0.144
C -1.83 -1.77 -1.56 0.140
C -2.50 -2.56 -2.56 -0.081
C 2.24 0.91 -0.17 -0.092
C -2.26 0.09 0.22 -0.237
C -0.26 1.37 -0.38 -0.241
C 1.01 1.80 0.31 0.069
N -0.79 0.26 0.36 -0.524
H 1.23 -2.82 -1.96 0.206
H 5.25 2.26 4.43 0.220
H 3.24 3.10 5.42 0.232
H 5.47 1.25 2.18 0.246
H 1.02 2.94 4.06 0.234
H -4.50 -0.07 -0.44 0.213
H 0.30 -4.12 -3.58 0.229
H -5.58 -1.28 -2.58 0.239
H -2.32 -4.11 -4.09 0.241
H -4.19 -2.92 -3.72 0.222
H 2.43 1.15 -1.21 0.206
H 1.91 -0.15 -0.19 0.171
H -2.56 -0.28 1.16 0.228
H -2.83 0.93 0.05 0.235
H -0.01 1.10 -1.43 0.248
H -0.95 2.16 -0.35 0.230
H 1.21 2.76 0.11 0.199
H -0.61 0.42 1.37 0.459
H -0.35 -0.61 0.13 0.480
```

---

# 6
# C4H10N2O

A single C4H10N2O molecule in a non-equilibrium geometry (the ωB97M-V functional and the def2-TZVPD basis, the OMol25 dataset).

For the LUMO energy, the calculation gives 0.86 eV. Its HOMO-LUMO gap is 10.239 eV.

```
17
Properties=species:S:1:pos:R:3:nbo_charge:R:1
O 0.62 -1.46 -1.82 -0.577
C 0.44 -0.63 -0.88 0.685
N -0.55 0.35 -1.05 -0.674
C -1.67 0.49 -0.12 -0.055
N -2.58 -0.69 0.10 -0.853
C 1.22 -0.55 0.46 -0.516
C 2.27 0.63 0.50 -0.615
H -0.70 0.63 -1.99 0.399
H -2.32 1.25 -0.63 0.197
H -1.19 1.05 0.80 0.158
H -3.34 -0.31 0.70 0.368
H -2.14 -1.54 0.49 0.370
H 0.49 -0.53 1.33 0.223
H 1.72 -1.56 0.60 0.234
H 3.01 0.62 -0.42 0.223
H 2.95 0.62 1.38 0.221
H 1.78 1.63 0.57 0.215
```

---

# 7
# C7H10N2P

A gas-phase ion, C7H10N2P (charge +1) in a non-equilibrium geometry (the ωB97M-V functional and the def2-TZVPD basis, the OMol25 dataset).

Its charge is +1. The spin multiplicity is 3. For the LUMO energy (spin up / spin down), the calculation gives -4.13 / -6.77 eV. Its HOMO-LUMO gap (spin up / spin down) is 7.446 / 7.066 eV.

```
20
Properties=species:S:1:pos:R:3:nbo_charge:R:1
C 1.32 1.06 -0.97 -0.159
C 1.57 -0.19 -1.34 -0.184
C -2.02 -0.90 1.46 0.024
C -1.38 -1.67 0.33 0.100
C 0.04 1.78 -0.38 -0.549
C 0.71 -1.54 -1.05 -0.281
C 0.23 2.02 1.03 -0.427
N -1.51 0.15 1.99 -0.780
N -0.18 -1.36 0.07 -0.470
P -0.45 1.24 2.38 1.125
H 2.06 1.78 -1.21 0.225
H 2.64 -0.43 -1.56 0.245
H -2.97 -1.19 1.63 0.222
H -1.87 -2.53 -0.13 0.239
H 0.04 2.72 -0.95 0.275
H -0.84 1.23 -0.68 0.237
H 0.21 -2.07 -1.97 0.257
H 1.44 -2.37 -0.68 0.242
H 0.91 2.92 1.34 0.266
H 0.04 -0.63 0.70 0.395
```

---

# 8
# C2S4

2 unconnected molecules or ions with the total composition C2S4 (the ωB97M-V functional and the def2-TZVPD basis, the OMol25 dataset).

For the LUMO energy, the calculation gives -0.17 eV. Its HOMO-LUMO gap is 9.314 eV.

```
6
Properties=species:S:1:pos:R:3:nbo_charge:R:1
C 0.64 -0.65 1.81 -0.368
C -0.64 0.67 -1.81 -0.381
S 0.15 -2.10 1.55 0.192
S 0.87 0.69 -1.51 0.192
S 1.12 0.81 2.11 0.177
S -2.14 0.59 -2.15 0.188
```

---

# 9
# C6H10O

A single C6H10O molecule in a non-equilibrium geometry (the ωB97M-V functional and the def2-TZVPD basis, the OMol25 dataset).

For the LUMO energy, the calculation gives 1.05 eV. Its HOMO-LUMO gap is 10.238 eV.

```
17
Properties=species:S:1:pos:R:3:nbo_charge:R:1
O -1.15 2.68 -2.87 -0.522
C -1.34 1.71 -2.17 0.433
C -0.37 1.25 -1.15 -0.519
C -0.74 -0.03 -0.55 -0.432
C -0.13 -0.33 0.75 -0.195
C 0.80 -1.34 0.91 -0.169
C 1.48 -1.44 2.23 -0.654
H -2.28 1.21 -2.35 0.113
H 0.63 1.14 -1.69 0.245
H -0.30 2.16 -0.43 0.237
H -1.84 -0.13 -0.53 0.210
H -0.33 -0.84 -1.38 0.197
H -0.29 0.48 1.47 0.195
H 1.01 -2.15 0.21 0.203
H 0.87 -2.02 2.97 0.221
H 1.58 -0.36 2.62 0.219
H 2.40 -2.01 1.96 0.217
```

---

# 10
# C3H7N

A single C3H7N molecule in a non-equilibrium geometry (the ωB97M-V functional and the def2-TZVPD basis, the OMol25 dataset).

For the LUMO energy, the calculation gives 1.20 eV. Its HOMO-LUMO gap is 10.644 eV.

```
11
Properties=species:S:1:pos:R:3:nbo_charge:R:1
C 0.61 -1.02 0.48 -0.619
C -0.48 -0.22 -0.09 -0.093
C -0.56 1.24 -0.06 -0.255
H 1.59 -0.52 0.41 0.199
H 0.48 -1.28 1.50 0.218
H 0.65 -2.03 0.02 0.212
H -1.35 -0.84 -0.12 0.189
H 0.31 1.70 0.38 0.181
H -1.51 1.77 0.25 0.198
H 0.62 0.64 -1.50 0.340
N -0.35 0.56 -1.28 -0.571
```

---

# 11
# C4H8O3

A single C4H8O3 molecule (the ωB97M-V functional and the def2-TZVPD basis, the OMol25 dataset).

For the LUMO energy, the calculation gives 0.58 eV. Its HOMO-LUMO gap is 10.721 eV.

```
15
Properties=species:S:1:pos:R:3:nbo_charge:R:1
O 1.66 -0.32 -1.13 -0.733
C 0.30 -0.56 -1.43 -0.053
C -0.54 0.61 -0.90 -0.528
C -0.67 0.49 0.60 0.579
O -1.63 -0.05 1.12 -0.565
C 0.46 1.00 1.46 -0.178
O 0.25 0.67 2.80 -0.711
H 2.21 -0.76 -1.78 0.480
H -0.05 -1.50 -0.97 0.173
H 0.14 -0.64 -2.51 0.175
H -1.54 0.58 -1.34 0.239
H -0.04 1.54 -1.19 0.229
H 1.39 0.57 1.07 0.217
H 0.53 2.09 1.32 0.188
H -0.61 0.23 2.82 0.487
```

---

# 12
# C2H6NO

2 unconnected molecules or ions with the total composition C2H6NO in a non-equilibrium geometry (the ωB97M-V functional and the def2-TZVPD basis, the OMol25 dataset).

Its charge is -1. For the LUMO energy, the calculation gives 4.90 eV. Its HOMO-LUMO gap is 5.852 eV.

```
10
Properties=species:S:1:pos:R:3:nbo_charge:R:1
O 0.13 2.22 0.55 -0.980
H 0.03 1.23 0.69 0.500
C -1.12 -0.64 -0.40 -0.502
C 0.88 -1.30 0.32 -0.540
N 0.16 -0.77 -0.70 -0.451
H -1.72 -0.58 -1.30 0.124
H -1.70 -0.54 0.53 0.131
H 0.37 2.12 -0.40 0.467
H 1.96 -1.23 0.34 0.132
H 0.44 -1.83 1.17 0.118
```